1) ORCA calculation (ωB97M-V/def2-TZVPD) on a cluster of 3 separate species, C12H20O8S in total.

Gap between HOMO and LUMO, eV: 10.4
Structure (SMILES): C[C@H]1COC(=O)O1.C[C@H]1COC(=O)O1.O=S1(=O)CCCC1
HOMO, eV: -10.042
LUMO energy, eV: 0.41
Charge: 0

Last column: natural (NBO) charge in e.
CARTESIAN COORDINATES (ANGSTROEM)
S  21.54  -24.37  27.21  2.18
O  17.15  -23.05  27.11  -0.47
O  17.68  -28.24  29.18  -0.45
O  17.60  -26.68  30.73  -0.63
O  15.83  -23.21  25.31  -0.67
O  16.38  -26.52  29.02  -0.46
O  20.93  -24.05  28.53  -0.93
O  22.69  -23.74  26.76  -0.95
O  15.87  -21.38  26.60  -0.44
C  16.09  -27.17  27.72  0.04
C  16.41  -26.18  26.59  -0.66
C  20.78  -25.11  24.88  -0.42
C  21.35  -26.45  25.45  -0.39
C  15.74  -20.15  28.67  -0.64
C  17.02  -28.37  27.88  -0.13
C  17.50  -22.05  28.16  -0.06
C  16.69  -20.88  27.61  0.05
C  21.91  -26.09  26.90  -0.70
C  17.23  -27.15  29.65  0.95
C  20.22  -24.28  26.03  -0.66
C  16.28  -22.57  26.33  0.96
H  14.96  -27.51  27.61  0.20
H  15.49  -25.41  26.31  0.29
H  22.03  -26.92  24.73  0.23
H  19.30  -24.75  26.41  0.24
H  21.24  -26.63  27.60  0.24
H  16.37  -19.87  29.58  0.22
H  21.59  -24.49  24.39  0.23
H  14.98  -20.97  28.91  0.22
H  17.49  -25.87  26.64  0.22
H  20.52  -27.13  25.64  0.20
H  16.37  -29.31  27.80  0.21
H  17.41  -20.20  27.37  0.18
H  20.08  -23.32  25.87  0.23
H  20.01  -25.36  24.10  0.23
H  23.06  -26.35  26.98  0.27
H  17.04  -22.61  28.86  0.21
H  15.19  -19.09  28.50  0.24
H  17.68  -28.40  26.91  0.19
H  16.68  -26.78  25.68  0.22
H  18.40  -22.08  28.00  0.19



2) ORCA calculation (ωB97M-V/def2-TZVPD) on a cluster of 3 separate species, C12H20O8S in total.

Gap between HOMO and LUMO, eV: 10.8
Structure (SMILES): C[C@H]1COC(=O)O1.C[C@H]1COC(=O)O1.O=S1(=O)CCCC1
HOMO, eV: -10.848
LUMO energy, eV: -0.02
Charge: 0

Last column: natural (NBO) charge in e.
CARTESIAN COORDINATES (ANGSTROEM)
S  -4.95  -2.70  0.19  2.17
O  1.16  0.89  2.60  -0.48
O  4.25  2.42  -0.93  -0.50
O  -5.01  -3.69  1.24  -0.94
O  5.77  2.35  -2.55  -0.58
O  2.82  2.01  3.57  -0.56
O  -6.05  -2.53  -0.79  -0.91
O  3.03  -0.15  3.02  -0.46
O  3.65  2.98  -2.92  -0.49
C  -3.02  -0.99  0.63  -0.40
C  2.45  2.88  -2.26  0.08
C  4.67  2.63  -2.16  0.97
C  -2.79  -1.51  -0.83  -0.39
C  2.19  -1.13  2.49  -0.10
C  2.42  1.01  3.05  0.96
C  -3.50  -2.86  -0.68  -0.75
C  -4.45  -1.20  1.01  -0.67
C  0.59  -0.57  0.52  -0.63
C  2.90  2.88  -0.72  -0.08
C  0.92  -0.37  2.12  0.09
C  1.62  1.64  -2.61  -0.64
H  3.10  3.89  -0.42  0.20
H  1.86  0.90  -2.05  0.20
H  -3.54  -0.81  -1.60  0.21
H  -2.81  0.00  0.81  0.21
H  0.60  1.86  -2.71  0.23
H  -4.62  -1.14  2.11  0.27
H  -4.77  -0.56  0.29  0.24
H  0.14  -0.76  2.63  0.17
H  2.43  -1.66  1.58  0.20
H  -0.15  0.00  0.08  0.22
H  2.38  2.22  -0.17  0.19
H  0.39  -1.54  0.32  0.21
H  -2.44  -1.35  1.28  0.19
H  1.35  -0.18  -0.03  0.20
H  -3.55  -3.14  -1.83  0.27
H  1.71  1.36  -3.66  0.24
H  -1.68  -1.46  -1.27  0.25
H  1.96  -1.94  3.25  0.19
H  1.83  3.85  -2.32  0.19
H  -2.87  -3.56  -0.30  0.25



3) ORCA calculation (ωB97M-V/def2-TZVPD) on a cluster of 3 separate species, C12H20O8S in total.

Gap between HOMO and LUMO, eV: 10.1
Structure (SMILES): C[C@H]1COC(=O)O1.C[C@H]1COC(=O)O1.O=S1(=O)CCCC1
HOMO, eV: -9.839
LUMO energy, eV: 0.22
Charge: 0

Last column: natural (NBO) charge in e.
CARTESIAN COORDINATES (ANGSTROEM)
S  0.38  21.93  37.34  2.14
O  4.24  22.91  35.24  -0.61
O  5.67  22.81  33.42  -0.48
O  1.56  22.01  31.66  -0.58
O  2.25  20.09  30.56  -0.50
O  0.38  23.28  36.70  -0.92
O  0.51  21.81  38.82  -0.93
O  6.46  22.17  35.30  -0.48
O  0.78  19.93  32.14  -0.49
C  -0.86  20.96  36.55  -0.66
C  2.08  18.75  30.57  0.08
C  3.28  18.00  31.11  -0.63
C  1.26  20.07  35.82  -0.39
C  8.13  20.49  34.50  -0.60
C  -0.14  20.50  35.30  -0.42
C  1.72  21.05  36.77  -0.72
C  5.39  22.67  34.72  0.98
C  1.54  20.78  31.48  0.97
C  0.89  18.63  31.62  -0.09
C  6.90  22.29  33.05  -0.09
C  7.52  21.96  34.42  0.08
H  1.97  20.10  34.90  0.22
H  7.39  19.81  34.53  0.21
H  8.76  20.50  35.51  0.22
H  6.57  21.47  32.39  0.18
H  2.45  21.64  36.51  0.27
H  7.57  22.92  32.62  0.19
H  8.81  20.49  33.70  0.21
H  -0.76  19.78  34.87  0.22
H  8.16  22.80  34.58  0.18
H  3.47  18.06  32.13  0.22
H  4.15  18.44  30.53  0.22
H  3.26  17.01  30.77  0.22
H  -1.10  20.00  37.19  0.23
H  1.06  17.95  32.40  0.18
H  1.58  18.43  29.65  0.20
H  -1.78  21.42  36.53  0.25
H  -0.16  18.46  31.30  0.19
H  2.02  20.25  37.63  0.26
H  0.19  21.27  34.59  0.25
H  1.31  18.90  35.98  0.21



Top of the stability list: 3), leading by 25.6 kcal/mol.



1) ORCA calculation (ωB97M-V/def2-TZVPD) on a structure of composition C3H4BrF.

Gap between HOMO and LUMO, eV: 9.9
HOMO, eV: -8.984
LUMO energy, eV: 0.93
Charge: 0

Last column: natural (NBO) charge in e.
CARTESIAN COORDINATES (ANGSTROEM)
Br  2.28  -0.48  -0.15  0.11
F  -1.43  0.89  -0.27  -0.36
C  -0.02  -1.37  -0.39  -0.38
C  0.55  -0.19  0.04  -0.21
C  -0.30  1.24  0.39  0.05
H  0.59  -2.24  -0.56  0.21
H  -1.05  -1.53  -0.51  0.20
H  -0.71  1.48  1.45  0.19
H  0.09  2.20  0.00  0.18



2) ORCA calculation (ωB97M-V/def2-TZVPD) on a cluster of 3 separate species, C3H4BrF in total.

Gap between HOMO and LUMO, eV: 9.5
HOMO, eV: -10.227
LUMO energy, eV: -0.76
Charge: 0

Last column: natural (NBO) charge in e.
CARTESIAN COORDINATES (ANGSTROEM)
Br  1.92  -1.11  2.12  -0.05
F  -2.43  2.89  -0.31  -0.29
C  -1.49  1.96  -0.04  0.35
C  -0.13  -0.85  2.50  -0.58
C  -0.43  1.73  -0.47  -0.28
H  0.29  0.98  -0.17  0.24
H  -0.77  -1.62  2.12  0.21
H  -0.26  -0.65  3.58  0.21
H  -0.51  0.54  1.91  0.20



Top of the stability list: 1), leading by 85.7 kcal/mol.